Entry 1:
Formula: C25H48Cl2F7N4O8PS2
Source: the Open Molecules 2025 dataset
Level of theory: ωB97M-V/def2-TZVPD

CARTESIAN COORDINATES (ANGSTROEM)
C 3.967 4.031 1.666
C 4.482 3.747 0.256
C 5.805 2.942 0.240
C 5.711 1.533 -0.379
C 6.268 0.424 0.520
C 5.936 -1.007 0.041
C 5.102 -1.823 1.036
C 3.606 -1.486 1.108
C 2.928 -1.314 -0.268
C 1.429 -1.676 -0.321
C 0.373 -0.606 -0.756
C -0.722 -1.445 -1.476
N -0.429 -1.756 -2.886
C -1.706 -1.783 -3.617
O 0.994 0.228 -1.720
C 1.337 1.529 -1.363
C 0.345 2.386 -0.537
O -0.087 3.481 -1.313
N -0.879 1.607 -0.023
C -1.524 2.299 1.227
Cl -1.258 4.046 1.304
C -3.018 1.966 1.536
C -4.049 3.079 1.418
Cl -3.075 1.429 3.286
P -2.134 1.687 -1.390
N -2.870 3.027 -1.337
O -1.367 1.309 -2.709
O -3.069 0.464 -1.048
C -0.217 0.230 0.465
C -1.257 -0.648 1.184
C 0.990 0.432 1.437
C 1.157 1.313 2.684
C 0.322 1.036 3.933
F 1.111 2.680 2.384
H 3.977 3.133 2.287
H 4.585 4.786 2.153
H 2.943 4.410 1.655
H 3.725 3.211 -0.325
H 4.627 4.703 -0.252
H 6.537 3.535 -0.310
H 6.177 2.876 1.265
H 4.677 1.312 -0.665
H 6.277 1.533 -1.314
H 7.355 0.542 0.514
H 5.958 0.586 1.556
H 5.471 -0.951 -0.945
H 6.872 -1.547 -0.108
H 5.232 -2.889 0.831
H 5.542 -1.653 2.023
H 3.110 -2.294 1.655
H 3.497 -0.590 1.728
H 3.124 -0.302 -0.613
H 3.469 -1.973 -0.948
H 1.351 -2.451 -1.084
H 1.126 -2.196 0.591
H -1.698 -0.994 -1.433
H -0.819 -2.393 -0.938
H -0.069 -2.703 -2.901
H -2.521 -2.161 -2.999
H -1.618 -2.406 -4.506
H -1.971 -0.780 -3.954
H 2.293 1.554 -0.821
H 1.517 2.055 -2.302
H 0.837 2.756 0.359
H 0.680 4.052 -1.451
H -0.942 1.958 2.067
H -3.348 1.057 1.053
H -5.037 2.618 1.405
H -3.909 3.686 0.532
H -4.007 3.712 2.302
H -2.706 3.646 -2.119
H -1.001 2.103 -3.130
H -3.831 0.499 -1.657
H -2.190 -0.761 0.646
H -1.492 -0.223 2.159
H -0.819 -1.631 1.328
H 1.863 0.662 0.835
H 1.146 -0.556 1.865
H 2.198 1.123 2.965
H -0.459 1.784 4.053
H 0.961 1.117 4.813
H -0.101 0.034 3.927
C -4.552 -3.008 0.203
F -3.770 -1.901 0.198
F -3.751 -4.056 0.417
F -5.394 -2.902 1.229
S -5.426 -3.120 -1.419
O -4.348 -3.229 -2.367
O -6.212 -1.919 -1.479
N -6.205 -4.444 -1.122
S -7.172 -5.086 -2.208
O -6.497 -5.632 -3.349
O -8.381 -4.350 -2.435
C -7.671 -6.543 -1.196
F -8.283 -6.168 -0.068
F -6.616 -7.297 -0.871
F -8.519 -7.291 -1.906

Cartesian forces (eV/Å) of the 3 atoms listed first:
-0.151 0.051 -0.083
0.156 -0.009 0.107
-0.236 0.266 -0.178

Computed properties:
- frontier orbital gap (eV) = 7.86
- LUMO (eV) = -0.652

Entry 2:
Formula: C7H10Br2
Source: the Open Molecules 2025 dataset
Level of theory: ωB97M-V/def2-TZVPD

CARTESIAN COORDINATES (ANGSTROEM)
C -0.025 -1.469 -1.470
C -0.259 -0.670 -0.482
C 1.399 0.124 1.503
C 0.748 0.349 0.132
C 2.261 -0.057 0.236
C -1.519 -0.716 0.290
C 0.427 1.744 -0.390
Br 2.963 -1.873 0.034
Br 3.588 1.293 -0.136
H -0.858 -2.292 -1.712
H 0.806 -1.585 -2.149
H 1.734 0.849 2.278
H 1.131 -0.888 1.991
H -1.214 -0.166 1.251
H -2.281 -0.181 -0.208
H -1.870 -1.814 0.425
H 1.016 2.502 0.199
H -0.537 1.991 -0.413
H 0.798 1.885 -1.397

Cartesian forces (eV/Å) of the 3 atoms listed first:
-1.787 -3.464 -2.442
1.415 1.226 2.216
0.210 -1.914 0.201

Computed properties:
- frontier orbital gap (eV) = 10.12
- energy relative to the best compared isomer or geometry (same formula, charge and spin) (kcal/mol) = 0.0
- LUMO (eV) = 0.552

Entry 3:
Formula: C4H7N3
Source: the Open Molecules 2025 dataset
Level of theory: ωB97M-V/def2-TZVPD

CARTESIAN COORDINATES (ANGSTROEM)
C 2.062 -0.735 -0.073
C 2.087 0.617 -0.274
C 0.806 -1.003 0.426
C -2.203 0.017 -0.318
N 0.922 1.187 -0.062
N 0.189 0.201 0.459
N -1.222 0.370 0.673
H 2.832 -1.346 -0.403
H 2.905 1.235 -0.785
H 0.358 -1.900 0.794
H -3.050 0.438 0.120
H -2.054 0.500 -1.245
H -2.353 -0.992 -0.421
H -1.279 1.413 1.109

Cartesian forces (eV/Å) of the 3 atoms listed first:
-0.658 -0.360 0.430
1.715 2.494 -2.289
0.408 0.508 0.006

Computed properties:
- frontier orbital gap (eV) = 10.09
- structure (SMILES) = CNn1cccn1
- energy relative to the best compared isomer or geometry (same formula, charge and spin) (kcal/mol) = 54.7
- LUMO (eV) = 1.135

Entry 4:
Formula: C3H10N3
Source: the Open Molecules 2025 dataset
Level of theory: ωB97M-V/def2-TZVPD

CARTESIAN COORDINATES (ANGSTROEM)
C -2.058 -0.251 2.644
C -1.072 -0.105 1.444
C 1.081 0.300 -2.365
N -2.138 0.675 1.431
N 0.020 -0.402 0.866
N 1.994 0.136 -1.268
H -2.501 -1.290 2.580
H -2.291 0.157 3.661
H 0.553 -0.604 -2.620
H 0.383 1.092 -2.215
H 1.637 0.362 -3.305
H -2.889 0.657 0.774
H 1.518 -0.179 -0.489
H 0.533 -1.143 1.330
H 2.435 1.078 -1.027
H 2.796 -0.484 -1.442

Cartesian forces (eV/Å) of the 3 atoms listed first:
-0.207 -1.324 -1.319
0.803 0.028 2.693
-0.107 -0.986 -2.832

Computed properties:
- net charge = +1
- frontier orbital gap (eV) = 9.90
- energy relative to the best compared isomer or geometry (same formula, charge and spin) (kcal/mol) = 85.8
- LUMO (eV) = -3.389

Entry 5:
Formula: C2H2N2O
Source: the Open Molecules 2025 dataset
Level of theory: ωB97M-V/def2-TZVPD

CARTESIAN COORDINATES (ANGSTROEM)
C -2.087 -0.097 0.106
C -0.600 -0.180 0.021
N -3.232 0.038 0.180
N 2.734 0.126 0.248
O 0.278 0.612 0.264
H -0.326 -1.182 -0.255
H 3.232 0.684 -0.563

Cartesian forces (eV/Å) of the 3 atoms listed first:
-0.126 1.554 0.349
0.919 -0.417 0.324
0.795 -0.383 -0.121

Computed properties:
- frontier orbital gap (spin up / spin down) (eV) = 9.85 / 9.90
- energy relative to the best compared isomer or geometry (same formula, charge and spin) (kcal/mol) = 138.0
- LUMO (spin up / spin down) (eV) = -0.946 / -1.006

Entry 6:
Formula: C2H6N2S
Source: the Open Molecules 2025 dataset
Level of theory: ωB97M-V/def2-TZVPD

CARTESIAN COORDINATES (ANGSTROEM)
C -0.773 -1.194 -1.253
C 0.281 0.419 0.344
H -1.419 -1.285 -2.172
H -1.183 -1.614 -0.321
H 0.325 -1.488 -1.440
H 1.109 1.707 1.724
H -0.430 2.247 1.243
H 1.539 -0.363 1.318
N 0.519 1.684 0.928
N 0.918 -0.644 0.593
S -0.886 0.532 -0.964

Cartesian forces (eV/Å) of the 3 atoms listed first:
0.096 -0.756 -1.540
-0.095 1.814 0.080
0.599 -0.731 1.027

Computed properties:
- frontier orbital gap (eV) = 9.73
- structure (SMILES) = [H]/N=C(\N)SC
- energy relative to the best compared isomer or geometry (same formula, charge and spin) (kcal/mol) = 20.7
- LUMO (eV) = 0.758